(1)
The following is a DFT calculation (ωB97M-V/def2-TZVPD) of a single C4H6ClNS2 molecule at a distorted geometry.

Values from the calculation:
HOMO energy: -8.88 eV
SMILES string: N[C@H]1CSC(=S)[C@H]1Cl

Structure (ORCA input):
```
! wB97M-V def2-TZVPD RIJCOSX def2/J DEFGRID3
* xyz 0 1
C -0.673 -0.020 0.088
C 0.028 -1.339 -0.074
C 1.471 0.479 1.202
C 0.463 0.990 0.198
H -2.385 -0.254 -0.909
H -1.070 0.126 -1.865
H -1.247 0.032 1.018
H 0.427 -1.476 -1.096
H -0.600 -2.206 0.114
H 0.044 1.973 0.463
N -1.579 0.344 -1.011
S 1.363 -1.248 1.152
S 2.498 1.336 2.127
Cl 1.261 1.261 -1.406
*
```


(2)
The following is a DFT calculation (ωB97M-V/def2-TZVPD) of C4H6CsMgO7 as an isolated structure at a distorted geometry.

Values from the calculation:
HOMO energy (spin up / spin down): -4.21 / -1.34 eV

Structure (ORCA input):
```
! wB97M-V def2-TZVPD RIJCOSX def2/J DEFGRID3
* xyz -1 1
O -4.076 1.089 0.020
C -3.250 0.154 0.172
O -3.493 -1.038 -0.138
O -2.044 0.501 0.653
O 1.458 0.430 -0.148
C 0.204 1.016 0.111
C -0.886 -0.037 0.026
Cs -9.039 -0.678 -1.077
H 0.030 1.812 -0.628
H 0.234 1.453 1.122
H -0.573 -0.956 0.542
H -1.096 -0.286 -1.024
C 3.528 -0.742 0.427
O 3.957 -0.101 -0.585
O 3.394 -2.091 0.340
H 3.248 -2.325 -0.584
Mg 3.048 1.430 -1.660
O 3.372 -0.237 1.588
H 1.984 0.607 0.840
*
```


(3)
The following is a DFT calculation (ωB97M-V/def2-TZVPD) of C4H6CuFO4P as an isolated structure at a distorted geometry.

Values from the calculation:
HOMO energy (spin up / spin down): -16.36 / -18.02 eV

Structure (ORCA input):
```
! wB97M-V def2-TZVPD RIJCOSX def2/J DEFGRID3
* xyz 2 2
P 1.035 1.188 0.845
F -0.278 0.288 1.102
O 0.855 1.452 -0.723
C 0.381 0.635 -1.741
H 1.194 0.168 -2.299
C -0.918 0.464 -1.992
H -1.204 -0.198 -2.811
H -1.694 0.956 -1.405
O 1.975 -0.534 0.472
C 3.182 -0.751 0.610
O -2.361 -1.373 0.959
C -2.835 -0.587 1.722
O -2.756 0.708 1.711
Cu -0.558 -1.816 -0.053
H 3.858 0.031 0.986
H 3.559 -1.748 0.347
H -3.434 1.118 2.269
*
```


(4)
The following is a DFT calculation (ωB97M-V/def2-TZVPD) of C4H6EuO3 as an isolated structure at a distorted geometry.

Values from the calculation:
HOMO energy (spin up / spin down): -14.90 / -14.89 eV

Structure (ORCA input):
```
! wB97M-V def2-TZVPD RIJCOSX def2/J DEFGRID3
* xyz 2 8
C -4.823 -1.229 0.506
C -3.604 -0.934 0.786
O -6.052 -1.060 0.554
H -3.602 -1.880 1.552
H -3.327 0.071 1.116
H -6.473 -0.796 -0.289
O -1.211 -0.677 -0.540
C -0.202 -0.023 -0.731
O 1.022 -0.682 -0.756
Eu 1.374 1.905 -0.999
C 1.127 -2.094 -0.987
H 0.763 -2.617 -0.095
H 0.527 -2.378 -1.860
H 2.186 -2.292 -1.168
*
```


(5)
The following is a DFT calculation (ωB97M-V/def2-TZVPD) of C4H6F12FeO15S4 as an isolated structure at a distorted geometry.

Values from the calculation:
HOMO energy (spin up / spin down): -7.54 / -7.49 eV

Structure (ORCA input):
```
! wB97M-V def2-TZVPD RIJCOSX def2/J DEFGRID3
* xyz -1 6
Fe 0.166 0.102 -0.776
C -0.041 -1.178 3.767
F 0.356 -2.303 4.326
F -0.850 -0.566 4.619
F 0.985 -0.370 3.508
S -0.991 -1.560 2.146
O -2.375 -1.239 2.442
O -0.396 -0.723 1.101
O -0.774 -2.981 1.927
C -3.169 0.234 -3.647
F -3.758 0.469 -4.801
F -3.957 0.617 -2.657
F -2.944 -1.083 -3.517
S -1.494 1.145 -3.576
O -0.733 0.567 -4.652
O -1.855 2.526 -3.737
O -0.959 0.828 -2.226
C 3.546 -2.089 0.842
F 2.716 -2.322 1.835
F 3.949 -0.814 0.909
F 4.609 -2.856 0.940
S 2.579 -2.360 -0.765
O 1.505 -1.326 -0.713
O 3.484 -2.149 -1.877
O 2.069 -3.705 -0.660
C -1.412 2.635 2.470
F -2.430 1.798 2.510
F -1.627 3.714 3.186
F -0.349 2.007 2.996
S -1.064 2.999 0.662
O -2.278 3.536 0.096
O 0.064 3.910 0.687
O -0.671 1.697 0.090
O 1.694 0.917 0.837
H 1.730 1.325 1.711
H 2.574 1.040 0.460
O 1.681 0.997 -1.848
H 2.033 1.898 -1.843
H 2.088 0.555 -2.610
O -1.047 -1.632 -1.311
H -0.863 -2.251 -2.029
H -1.793 -2.010 -0.823
*
```


(6)
The following is a DFT calculation (ωB97M-V/def2-TZVPD) of a single C4H6F2IN molecule at a distorted geometry.

Values from the calculation:
HOMO energy (spin up / spin down): -6.79 / -9.47 eV

Structure (ORCA input):
```
! wB97M-V def2-TZVPD RIJCOSX def2/J DEFGRID3
* xyz 0 3
C 0.464 -0.892 1.338
C 0.194 -0.094 -1.187
C -1.275 1.136 0.295
C 1.115 -0.788 0.175
N -0.390 1.079 -0.748
F 2.248 -0.054 0.143
F 1.478 -2.006 -0.376
I -3.006 -0.073 0.083
H 0.358 -0.018 2.099
H -0.471 -1.452 1.394
H 0.843 0.018 -1.939
H -0.498 -0.775 -1.439
H -1.301 2.041 0.992
H 0.241 1.878 -0.831
*
```


(7)
The following is a DFT calculation (ωB97M-V/def2-TZVPD) of C4H6F2KNO7S2 as an isolated structure at a distorted geometry.

Values from the calculation:
HOMO energy: -10.21 eV

Structure (ORCA input):
```
! wB97M-V def2-TZVPD RIJCOSX def2/J DEFGRID3
* xyz 0 1
K 19.620 -19.709 12.052
N 18.236 -19.029 11.193
S 17.712 -17.636 11.161
O 16.330 -17.463 10.893
O 18.636 -16.538 10.883
F 17.576 -17.488 12.754
S 18.341 -19.060 9.556
O 19.638 -18.711 8.987
O 17.156 -18.819 8.759
F 18.370 -20.715 9.401
C 22.047 -22.817 14.987
C 22.447 -21.411 14.612
C 22.578 -21.207 13.150
O 21.825 -20.106 12.776
C 21.165 -19.758 13.849
O 20.341 -18.800 13.830
O 21.475 -20.486 14.919
H 21.238 -23.334 14.470
H 21.685 -22.808 16.015
H 22.849 -23.553 14.927
H 23.386 -21.123 15.084
H 22.239 -22.173 12.777
H 23.608 -21.025 12.844
*
```


(8)
The following is a DFT calculation (ωB97M-V/def2-TZVPD) of a 4-piece molecular cluster, C4H6F2O overall at a distorted geometry.

Values from the calculation:
HOMO energy: -9.29 eV

Structure (ORCA input):
```
! wB97M-V def2-TZVPD RIJCOSX def2/J DEFGRID3
* xyz 0 1
C -0.329 0.802 -1.402
C -0.350 0.368 0.047
C 0.473 -0.992 0.236
C 0.905 0.165 0.926
H 1.028 1.470 -1.559
H -1.636 1.676 -1.579
H -0.519 -0.604 -2.189
H -1.234 -0.192 1.415
H 0.852 -1.710 -0.500
H 2.021 0.378 0.546
O -1.582 0.428 0.704
F -0.343 -1.869 1.106
F 0.715 0.082 2.248
*
```


(9)
The following is a DFT calculation (ωB97M-V/def2-TZVPD) of a 2-piece molecular cluster, C4H6F2O overall at a distorted geometry.

Values from the calculation:
HOMO energy: -8.69 eV

Structure (ORCA input):
```
! wB97M-V def2-TZVPD RIJCOSX def2/J DEFGRID3
* xyz 0 1
C 1.201 -0.182 0.601
C 1.626 0.992 1.032
C 0.555 -0.416 -0.735
C -2.104 0.428 0.046
O -2.764 0.160 1.145
F 1.185 -1.251 1.432
F 1.701 2.035 0.150
H 0.956 0.397 -1.354
H 0.671 -1.476 -0.927
H -0.567 -0.134 -0.512
H 2.097 1.433 1.927
H -2.891 -0.012 -0.598
H -2.510 0.459 2.024
*
```


(10)
The following is a DFT calculation (ωB97M-V/def2-TZVPD) of a single C4H6F2O molecule at a distorted geometry.

Values from the calculation:
HOMO energy: -9.60 eV
SMILES string: CO[C@@H]1[C@H](F)[C@@H]1F

Structure (ORCA input):
```
! wB97M-V def2-TZVPD RIJCOSX def2/J DEFGRID3
* xyz 0 1
C 1.923 -0.003 -0.438
C -0.186 -0.587 0.314
C -1.679 -0.525 0.209
C -0.973 0.805 0.286
H 2.050 0.067 0.705
H 1.588 1.030 -0.879
H 3.075 -0.144 -1.014
H 0.082 -0.716 1.422
H -2.412 -0.960 0.782
H -1.005 1.538 1.097
O 0.745 -1.023 -0.672
F -2.212 -0.873 -0.971
F -0.998 1.391 -0.842
*
```


(11)
The following is a DFT calculation (ωB97M-V/def2-TZVPD) of a single C4H6F2O molecule at a distorted geometry.

Values from the calculation:
HOMO energy: -10.56 eV
SMILES string: C=CC(F)(F)OC

Structure (ORCA input):
```
! wB97M-V def2-TZVPD RIJCOSX def2/J DEFGRID3
* xyz 0 1
C -1.465 -0.275 -2.271
C -0.508 -0.584 -1.391
C 0.537 0.282 2.131
C 0.003 0.424 -0.150
O 0.207 -0.393 0.949
F 1.187 1.057 -0.486
F -0.843 1.450 0.089
H -1.729 -0.906 -3.022
H -1.817 0.735 -2.163
H -0.141 -1.533 -1.247
H -0.352 0.320 2.671
H 0.917 1.258 2.085
H 1.220 -0.407 2.817
*
```


(12)
The following is a DFT calculation (ωB97M-V/def2-TZVPD) of a single C4H6F3NO2 molecule at a distorted geometry.

Values from the calculation:
HOMO energy: -10.07 eV
SMILES string: CN[C@@H](C(=O)O)C(F)(F)F

Structure (ORCA input):
```
! wB97M-V def2-TZVPD RIJCOSX def2/J DEFGRID3
* xyz 0 1
C -1.705 0.604 -1.744
C 0.320 0.730 0.416
C -1.456 -0.446 -0.642
C -1.528 -2.142 -1.272
N -0.068 -0.486 -0.312
O -0.885 0.693 -2.802
O -2.608 1.415 -1.659
F -2.525 -2.540 -2.016
F -0.428 -2.212 -1.999
F -1.430 -3.048 -0.233
H -0.090 1.611 -0.157
H -0.179 0.742 1.378
H 1.426 0.613 0.478
H -2.095 -0.373 0.236
H -0.043 0.353 -2.874
H 0.042 -1.341 0.282
*
```